Density functional theory data (the ωB97M-V functional and the def2-TZVPD basis) for a molecular structure, C27H28CuN3S2.

Summary:
* E_LUMO (alpha / beta): -3.637 / -5.736 eV
* expectation value of S²: 0.787
* relative energy (zero: lowest compared OMol25 entry of this formula, charge and spin): 0.9935 eV
* electronic energy: -99229.560 eV
* HOMO-LUMO gap (alpha / beta): 7.42 / 4.92 eV

ORCA input file:
```
! wB97M-V def2-TZVPD RIJCOSX def2/J DEFGRID3
* xyz 1 2
Cu -0.01 0.43 0.11
C 2.20 0.28 -2.22
C 3.14 -0.15 -1.14
C 4.49 0.15 -1.18
C 5.33 -0.27 -0.16
C 4.84 -0.99 0.90
C 3.49 -1.33 0.98
C 2.98 -2.09 2.16
C 2.65 -0.92 -0.07
N 1.28 -1.14 -0.02
C 0.69 -2.27 -0.04
C 1.35 -3.57 -0.35
C -0.77 -2.23 0.15
C -1.51 -3.49 0.43
N -1.31 -1.06 0.12
C -2.70 -0.87 0.16
C -3.51 -1.34 -0.89
C -2.96 -2.02 -2.10
C -4.88 -1.11 -0.80
C -5.43 -0.45 0.27
C -4.62 0.04 1.28
C -3.25 -0.16 1.24
C -2.36 0.38 2.32
H 2.68 0.95 -2.92
H 1.33 0.79 -1.77
H 1.81 -0.58 -2.77
H 4.88 0.70 -2.02
H 6.38 -0.01 -0.20
H 5.50 -1.30 1.70
H 3.60 -1.87 3.03
H 3.04 -3.16 1.99
H 1.95 -1.83 2.40
H 2.37 -3.39 -0.70
H 0.79 -4.10 -1.12
H 1.39 -4.21 0.53
H -0.95 -4.09 1.14
H -1.63 -4.07 -0.48
H -2.49 -3.26 0.84
H -1.88 -1.91 -2.18
H -3.41 -1.59 -3.00
H -3.21 -3.08 -2.09
H -5.51 -1.49 -1.59
H -6.50 -0.30 0.32
H -5.05 0.57 2.11
H -2.96 0.74 3.15
H -1.79 1.22 1.92
H -1.66 -0.36 2.68
S 1.12 1.07 2.73
C 0.78 2.39 1.75
N 0.33 2.25 0.51
C 0.15 3.45 -0.13
C -0.28 3.63 -1.44
C -0.42 4.92 -1.92
C -0.16 6.02 -1.10
C 0.27 5.86 0.20
C 0.44 4.57 0.68
S 0.98 4.05 2.25
H -0.50 2.78 -2.06
H -0.73 5.08 -2.94
H -0.29 7.01 -1.49
H 0.47 6.71 0.83
*
```